# 1
Entry from the OMol25 dataset: a molecular structure, C9H27F2K2NO16P3S2 (ωB97M-V/def2-TZVPD).

Computed properties:
Energy above the lowest of the compared OMol25 structures with the same formula, charge and spin = 0.375 eV

The geometry in ORCA input format:
```
! RIJCOSX wB97M-V def2-TZVPD def2/J DEFGRID3
* xyz 1 1
K -4.4437 0.3755 -0.8387
K -4.2396 -2.7157 -2.9242
N -3.5031 -2.0794 -0.3516
S -1.9651 -2.5377 0.0764
O -1.3472 -3.4988 -0.7644
O -1.5057 -2.4353 1.4331
F -1.2853 -1.2094 -0.5597
S -4.1266 -3.0239 0.7243
O -4.0878 -2.5725 2.0867
O -4.0346 -4.4229 0.4360
F -5.6644 -2.6622 0.2675
C 3.9942 -2.3664 -5.9898
O 3.9681 -1.8808 -4.6350
P 2.5587 -1.6804 -3.8504
O 1.3759 -1.8857 -4.7360
O 2.6771 -2.7061 -2.6571
C 1.6306 -2.7325 -1.6628
O 2.7309 -0.2347 -3.2422
C 2.9071 0.9357 -4.0360
H 4.4508 -1.5549 -6.5631
H 2.9969 -2.5365 -6.3872
H 4.6836 -3.2067 -6.0017
H 1.0883 -3.6742 -1.6412
H 0.9579 -1.8878 -1.7965
H 2.2078 -2.6563 -0.7399
H 2.9005 0.6652 -5.0914
H 3.8887 1.3299 -3.7568
H 2.2009 1.7251 -3.7815
C -4.6931 3.0206 4.9358
O -4.1473 3.3793 3.6389
P -3.4417 2.2016 2.7868
O -4.4206 1.5023 1.9385
O -2.4385 3.0932 1.9244
C -1.5746 4.0368 2.4816
O -2.5729 1.2890 3.7733
C -1.9164 0.1424 3.2681
H -4.8433 1.9481 5.0485
H -5.7046 3.4306 4.8898
H -4.1795 3.4807 5.7735
H -1.6213 5.0400 2.0480
H -0.4856 3.9018 2.5006
H -1.7492 4.1984 3.5511
H -0.8639 0.2874 3.0229
H -2.2147 -0.1787 2.2547
H -2.2039 -0.7236 3.8572
C 4.4381 1.4976 0.1018
O 3.5327 1.8018 1.1884
P 2.0572 1.2589 1.0876
O 1.1972 1.5765 2.2108
O 1.5255 1.8554 -0.3116
C 0.3962 1.2191 -0.9076
O 2.1684 -0.3160 0.8057
C 2.1205 -1.1694 1.9406
H 5.1935 0.7835 0.4226
H 4.8697 2.4459 -0.2073
H 3.9074 1.0494 -0.7393
H -0.1998 2.0478 -1.2971
H -0.1914 0.7429 -0.1239
H 0.6177 0.5250 -1.7166
H 2.1168 -2.2319 1.6968
H 1.2752 -1.0446 2.6183
H 3.0315 -0.9623 2.5200
*
```

=====

# 2
Entry from the OMol25 dataset: 2 unconnected molecules or ions with the total composition H4O2 (ωB97M-V/def2-TZVPD).

Computed properties:
Structure (SMILES) = O.O
Energy above the lowest of the compared OMol25 structures with the same formula, charge and spin = 1.356 eV

The geometry in ORCA input format:
```
! RIJCOSX wB97M-V def2-TZVPD def2/J DEFGRID3
* xyz 0 1
O -0.4846 -1.0652 -0.0293
H 0.4222 -1.3074 0.1585
H -0.5843 -0.1934 0.3532
O 0.5313 0.8949 0.0658
H 0.3147 0.1656 -0.5152
H -0.1992 1.5055 -0.0330
*
```

=====

# 3
Entry from the OMol25 dataset: 5 unconnected molecules or ions with the total composition C2H12O3S2 (ωB97M-V/def2-TZVPD).

Computed properties:
Energy above the lowest of the compared OMol25 structures with the same formula, charge and spin = 5.054 eV

The geometry in ORCA input format:
```
! RIJCOSX wB97M-V def2-TZVPD def2/J DEFGRID3
* xyz 0 1
C -0.4695 -0.3160 -1.8155
C -0.5051 -0.8669 -0.4098
S 0.6637 -2.0991 -0.0883
S 0.3374 2.1787 -0.1817
H -1.1989 0.4936 -1.9141
H 0.5279 0.1129 -1.9763
H -0.6418 -1.0539 -2.5992
H -0.2602 -0.0164 0.3377
H -1.5105 -1.2061 -0.1108
H 0.6908 3.2174 0.5907
H 2.4988 -0.5539 -0.4667
H 2.4421 0.9680 -0.6092
O 3.0429 0.2117 -0.7252
H -3.0999 1.7571 0.7396
H -1.6461 1.5212 0.2483
O -2.5240 1.1141 0.3131
H 0.5239 -1.8740 2.0919
H 0.8266 -2.0434 3.6036
O 0.3020 -1.5449 2.9720
*
```

=====

# 4
Entry from the OMol25 dataset: a single C6H13N3 molecule (ωB97M-V/def2-TZVPD).

Computed properties:
Energy above the lowest of the compared OMol25 structures with the same formula, charge and spin = 4.230 eV

The geometry in ORCA input format:
```
! RIJCOSX wB97M-V def2-TZVPD def2/J DEFGRID3
* xyz 0 1
C 0.8951 1.0798 0.4546
C 0.4734 -0.4041 0.4624
C -0.9534 -0.3168 -0.1943
C 2.4041 1.3762 0.5303
C 1.4200 -1.3022 -0.4322
C -1.8305 -1.4910 0.2801
N 0.0195 1.9485 0.1888
N -1.6350 0.8895 0.2260
N -2.4503 1.3466 -0.6348
H 0.3660 -0.8615 1.4970
H -0.8222 -0.2382 -1.2833
H 2.8101 1.4214 -0.4976
H 2.9815 0.5845 0.9235
H 2.6053 2.2748 1.0924
H 1.3553 -2.3967 -0.2128
H 2.3810 -0.7900 -0.1944
H 1.2050 -1.3587 -1.4545
H -2.9278 -1.5056 -0.0210
H -1.6746 -1.5000 1.4176
H -1.5140 -2.3846 -0.3836
H -2.9426 2.1271 -0.2202
H -2.1658 1.5012 -1.5441
*
```

=====

# 5
Entry from the OMol25 dataset: a single C5H10N2O molecule (ωB97M-V/def2-TZVPD).

Computed properties:
Structure (SMILES) = C/N=C(N)/C(C)=C/O
Energy above the lowest of the compared OMol25 structures with the same formula, charge and spin = 2.715 eV

The geometry in ORCA input format:
```
! RIJCOSX wB97M-V def2-TZVPD def2/J DEFGRID3
* xyz 0 1
C -2.4190 -0.8150 -0.1891
N -1.0712 -0.6548 0.3493
C -0.4129 0.4907 0.0952
N -1.0353 1.6994 -0.1412
C 0.9568 0.1957 -0.0440
C 2.1364 1.0914 0.1600
C 0.9401 -1.2127 -0.0905
O 1.9074 -1.9176 0.5515
H -2.6841 -1.8741 -0.1553
H -3.1521 -0.2853 0.4313
H -2.5310 -0.4623 -1.2229
H -0.4316 2.5054 -0.1970
H -1.8881 1.8696 0.3718
H 2.8963 0.6163 0.7873
H 2.6174 1.3707 -0.7841
H 1.8462 2.0140 0.6705
H 0.4615 -1.7839 -0.8816
H 1.8632 -2.8473 0.2889
*
```

=====

# 6
Entry from the OMol25 dataset: 2 unconnected molecules or ions with the total composition C16H32IN4O3S (ωB97M-V/def2-TZVPD).

Computed properties:
Calculated total energy = -48142.81704 eV

The geometry in ORCA input format:
```
! RIJCOSX wB97M-V def2-TZVPD def2/J DEFGRID3
* xyz 1 1
C -1.1136 -1.3126 3.2666
C -2.0511 -2.0497 2.2901
C -1.3846 -2.5586 0.9701
C -0.0374 -1.8777 0.5912
C 1.1770 -2.7457 1.0127
C 2.4783 -2.3153 0.3073
C 2.9701 -0.9026 0.7715
C 3.0629 0.0394 -0.4515
C 3.5347 1.4468 0.0404
C 3.9968 2.2556 -1.2055
C 3.5763 3.7461 -1.1334
C 2.0701 3.8817 -1.0838
C 1.1262 3.6575 -2.0094
N -0.0829 4.0049 -1.3682
S -1.5217 3.8741 -2.3489
C -3.0386 3.7569 -1.4023
O -1.3716 2.6369 -3.0478
O -1.5650 4.9367 -3.2932
C 0.1605 4.4007 -0.1279
I -1.2069 5.0791 1.3039
N 1.4668 4.3333 0.0902
H -0.9172 -0.3092 2.8480
H -0.1506 -1.8081 3.4132
H -1.6452 -1.1247 4.2081
H -2.4134 -2.9465 2.8162
H -2.9499 -1.4756 2.0299
H -2.0784 -2.4576 0.1243
H -1.1719 -3.6302 1.0890
H 0.0482 -0.8336 0.9214
H 0.0042 -1.8559 -0.5137
H 1.2993 -2.7617 2.1045
H 0.9535 -3.7656 0.6623
H 3.2946 -3.0164 0.5213
H 2.2636 -2.2446 -0.7683
H 3.9796 -0.9794 1.2002
H 2.2935 -0.4347 1.5022
H 3.7522 -0.3107 -1.2298
H 2.0472 0.1587 -0.8650
H 4.3322 1.3446 0.7880
H 2.6754 1.9096 0.5531
H 5.0924 2.2020 -1.2241
H 3.5698 1.8456 -2.1300
H 3.9183 4.2366 -2.0575
H 4.0070 4.2934 -0.2840
H 1.2701 3.3070 -3.0220
H -3.2562 4.7566 -1.0065
H -2.8628 3.0860 -0.5540
H -3.8303 3.4125 -2.0736
H 2.0010 4.5579 0.9187
C -4.5384 -5.0958 0.0754
O -4.1165 -5.4754 1.1509
N -3.7625 -5.0521 -1.0509
N -5.8273 -4.6759 -0.1099
H -4.1006 -4.7404 -1.9410
H -2.8091 -5.3514 -0.9643
H -6.4351 -4.6906 0.6880
H -6.1833 -4.3619 -0.9921
*
```

=====

Which formula does entry 4 have?
C6H13N3

=====

Copy entry 1 word for word.
Entry from the OMol25 dataset: a molecular structure, C9H27F2K2NO16P3S2 (ωB97M-V/def2-TZVPD).

Computed properties:
Energy above the lowest of the compared OMol25 structures with the same formula, charge and spin = 0.375 eV

The geometry in ORCA input format:
```
! RIJCOSX wB97M-V def2-TZVPD def2/J DEFGRID3
* xyz 1 1
K -4.4437 0.3755 -0.8387
K -4.2396 -2.7157 -2.9242
N -3.5031 -2.0794 -0.3516
S -1.9651 -2.5377 0.0764
O -1.3472 -3.4988 -0.7644
O -1.5057 -2.4353 1.4331
F -1.2853 -1.2094 -0.5597
S -4.1266 -3.0239 0.7243
O -4.0878 -2.5725 2.0867
O -4.0346 -4.4229 0.4360
F -5.6644 -2.6622 0.2675
C 3.9942 -2.3664 -5.9898
O 3.9681 -1.8808 -4.6350
P 2.5587 -1.6804 -3.8504
O 1.3759 -1.8857 -4.7360
O 2.6771 -2.7061 -2.6571
C 1.6306 -2.7325 -1.6628
O 2.7309 -0.2347 -3.2422
C 2.9071 0.9357 -4.0360
H 4.4508 -1.5549 -6.5631
H 2.9969 -2.5365 -6.3872
H 4.6836 -3.2067 -6.0017
H 1.0883 -3.6742 -1.6412
H 0.9579 -1.8878 -1.7965
H 2.2078 -2.6563 -0.7399
H 2.9005 0.6652 -5.0914
H 3.8887 1.3299 -3.7568
H 2.2009 1.7251 -3.7815
C -4.6931 3.0206 4.9358
O -4.1473 3.3793 3.6389
P -3.4417 2.2016 2.7868
O -4.4206 1.5023 1.9385
O -2.4385 3.0932 1.9244
C -1.5746 4.0368 2.4816
O -2.5729 1.2890 3.7733
C -1.9164 0.1424 3.2681
H -4.8433 1.9481 5.0485
H -5.7046 3.4306 4.8898
H -4.1795 3.4807 5.7735
H -1.6213 5.0400 2.0480
H -0.4856 3.9018 2.5006
H -1.7492 4.1984 3.5511
H -0.8639 0.2874 3.0229
H -2.2147 -0.1787 2.2547
H -2.2039 -0.7236 3.8572
C 4.4381 1.4976 0.1018
O 3.5327 1.8018 1.1884
P 2.0572 1.2589 1.0876
O 1.1972 1.5765 2.2108
O 1.5255 1.8554 -0.3116
C 0.3962 1.2191 -0.9076
O 2.1684 -0.3160 0.8057
C 2.1205 -1.1694 1.9406
H 5.1935 0.7835 0.4226
H 4.8697 2.4459 -0.2073
H 3.9074 1.0494 -0.7393
H -0.1998 2.0478 -1.2971
H -0.1914 0.7429 -0.1239
H 0.6177 0.5250 -1.7166
H 2.1168 -2.2319 1.6968
H 1.2752 -1.0446 2.6183
H 3.0315 -0.9623 2.5200
*
```